{"formula": "C27H27NO2", "method": "ωB97M-V with the def2-TZVPD basis set", "elements": ["C", "C", "C", "C", "O", "C", "C", "O", "H", "H", "H", "H", "H", "H", "H", "H", "H", "C", "N", "C", "C", "C", "C", "C", "C", "C", "C", "C", "C", "C", "C", "C", "C", "C", "C", "C", "C", "C", "C", "H", "H", "H", "H", "H", "H", "H", "H", "H", "H", "H", "H", "H", "H", "H", "H", "H", "H"], "positions_angstrom": [[-2.98686, -1.61835, 1.12628], [-1.97201, -2.27343, 0.26351], [-2.12686, -2.20532, -1.18546], [-1.31006, -3.05428, -2.15153], [-2.94576, -1.40955, -1.67949], [-0.72579, -2.69659, 0.85654], [-0.56718, -2.82001, 2.35964], [0.27563, -2.94166, 0.15736], [-2.47703, -1.02778, 1.90691], [-3.62565, -0.92858, 0.55727], [-3.63853, -2.35383, 1.62851], [-0.55391, -3.66191, -1.64374], [-1.98126, -3.70372, -2.73308], [-0.80268, -2.40468, -2.88153], [-1.37069, -2.39178, 2.96637], [-0.48898, -3.88447, 2.61062], [0.37261, -2.34035, 2.64867], [-0.33122, 1.08946, -6.10411], [0.57053, 1.61863, -5.11562], [1.27909, 2.79789, -5.57105], [0.37772, 1.35295, -3.76158], [0.58762, 0.04793, -3.22787], [0.63622, -0.12170, -1.85785], [0.24144, 0.92045, -0.99092], [0.29717, 0.74110, 0.42845], [-0.58839, 1.35658, 1.37895], [-0.04087, 1.14517, 2.69758], [-0.60108, 1.75440, 3.81230], [-1.74034, 2.55059, 3.62287], [-2.28604, 2.74396, 2.34047], [-1.72917, 2.14111, 1.20884], [1.19525, 0.39271, 2.55378], [1.38922, 0.13198, 1.14396], [2.57151, -0.46652, 0.70871], [3.54112, -0.79089, 1.66207], [3.34818, -0.52699, 3.03319], [2.16540, 0.07502, 3.48710], [-0.15293, 2.16319, -1.54151], [-0.02256, 2.40179, -2.89709], [-0.78107, 0.15002, -5.76451], [-1.13569, 1.80452, -6.34612], [0.24280, 0.91201, -7.02280], [2.17329, 2.97363, -4.96684], [1.58995, 2.60051, -6.60297], [0.65658, 3.69885, -5.56852], [0.77709, -0.79335, -3.90369], [0.92459, -1.07949, -1.42711], [-0.12715, 1.61898, 4.79052], [-2.19121, 3.03281, 4.48888], [-3.15291, 3.38515, 2.22346], [-2.15690, 2.27418, 0.21467], [2.72686, -0.66292, -0.35055], [4.47179, -1.23821, 1.33271], [4.12911, -0.76435, 3.74920], [1.99931, 0.31869, 4.54799], [-0.48302, 2.96701, -0.88316], [-0.24709, 3.38394, -3.32772]], "forces_ev_per_angstrom": [[-0.432, 0.362, 0.362], [1.057, 0.286, 0.045], [-0.325, 0.803, -0.330], [0.252, -0.396, 0.038], [0.312, -0.545, 0.202], [-0.172, 0.177, -0.889], [-0.089, 0.008, 0.316], [0.446, -0.159, 0.449], [-0.360, -0.113, -0.110], [0.198, -0.324, 0.022], [0.077, 0.253, -0.025], [-0.321, 0.172, -0.224], [-0.010, 0.263, 0.220], [-0.222, -0.081, 0.293], [0.079, -0.122, -0.230], [0.037, 0.141, -0.068], [-0.015, -0.104, -0.067], [-0.072, -0.351, -0.247], [0.473, -0.317, -0.195], [-0.138, -0.087, 0.285], [-0.341, 0.089, 0.545], [0.068, 0.664, -0.266], [-0.189, -0.022, -0.182], [-0.029, 0.171, -0.205], [-0.173, -0.175, -0.688], [0.218, 0.261, 1.437], [-1.035, 0.899, -0.419], [0.241, -0.405, -0.475], [-0.053, 0.037, -0.433], [0.123, -0.121, 0.472], [0.143, -0.264, 0.118], [0.895, -0.475, -0.912], [0.142, -0.137, 1.421], [-0.311, -0.002, 0.122], [-0.106, 0.097, 0.604], [-0.098, -0.022, -0.740], [-0.389, 0.121, -0.029], [0.122, 0.040, 0.033], [0.267, -0.450, -0.156], [0.084, 0.214, -0.086], [0.011, -0.147, 0.078], [-0.272, -0.139, 0.065], [-0.160, -0.004, -0.016], [0.027, 0.150, 0.171], [0.006, 0.162, -0.058], [0.106, 0.421, 0.257], [-0.284, 0.030, -0.102], [-0.380, 0.133, -0.298], [0.024, -0.044, -0.271], [0.040, -0.111, 0.059], [-0.023, -0.003, 0.388], [0.136, 0.052, 0.321], [-0.082, -0.012, 0.072], [-0.060, -0.034, -0.163], [0.245, -0.204, -0.562], [0.194, -0.230, -0.202], [0.117, -0.406, 0.253]], "total_energy_ev": -34019.333, "total_charge": 0, "e_above_lowest_kj_mol": 158.59, "e_lumo_ha": -0.0996, "gap_ev": 3.52}

{"formula": "C27H28AsOP2RbS4", "method": "ωB97M-V with the def2-TZVPD basis set", "elements": ["Rb", "C", "C", "P", "C", "C", "C", "C", "C", "C", "C", "C", "C", "C", "C", "C", "P", "C", "C", "C", "C", "C", "C", "C", "C", "C", "C", "C", "C", "H", "H", "H", "H", "H", "H", "H", "H", "H", "H", "H", "H", "H", "H", "H", "H", "H", "H", "H", "H", "H", "H", "H", "H", "S", "As", "S", "S", "S", "C", "O", "H", "H", "H", "H"], "positions_angstrom": [[0.57008, -0.54264, -0.99267], [-0.76088, -1.71165, 2.97223], [-1.44811, -2.96600, 2.41758], [-1.62205, -3.03344, 0.56930], [-2.10323, -4.80415, 0.40169], [-3.26807, -5.23085, -0.23239], [-3.53161, -6.58386, -0.40803], [-2.63455, -7.53853, 0.04534], [-1.45930, -7.12769, 0.66162], [-1.19541, -5.77764, 0.82668], [-3.21482, -2.17386, 0.28351], [-4.36978, -2.40731, 1.02973], [-5.52779, -1.68934, 0.78373], [-5.54406, -0.71685, -0.20841], [-4.40232, -0.46765, -0.95320], [-3.24612, -1.19684, -0.70613], [-1.29983, -0.08813, 2.26456], [-3.02125, 0.06460, 2.91545], [-3.80901, 1.06225, 2.33791], [-5.11245, 1.27811, 2.75770], [-5.66462, 0.48491, 3.75608], [-4.89895, -0.51852, 4.33068], [-3.58942, -0.72272, 3.91356], [-0.43139, 1.02470, 3.43458], [-0.65802, 0.98766, 4.81399], [0.07267, 1.79980, 5.66172], [1.04704, 2.65102, 5.13785], [1.27241, 2.69462, 3.77417], [0.52555, 1.88843, 2.91654], [0.30815, -1.73740, 2.73822], [-0.84049, -1.70040, 4.06316], [-2.43147, -3.11639, 2.87121], [-0.84706, -3.84042, 2.67932], [-3.97894, -4.49946, -0.59423], [-4.44537, -6.88954, -0.90330], [-2.84114, -8.59282, -0.09040], [-0.73967, -7.86093, 1.00450], [-0.25822, -5.47527, 1.28066], [-4.36486, -3.15491, 1.81520], [-6.41175, -1.86991, 1.38290], [-6.44388, -0.13977, -0.38426], [-4.38972, 0.30458, -1.71126], [-2.35568, -0.97549, -1.27990], [-3.38392, 1.67586, 1.55118], [-5.70249, 2.06209, 2.29839], [-6.68487, 0.64967, 4.08187], [-5.31760, -1.14421, 5.11085], [-3.00822, -1.51062, 4.37955], [-1.41886, 0.33157, 5.22527], [-0.10809, 1.76983, 6.73077], [1.62833, 3.27609, 5.80669], [2.03640, 3.33009, 3.34432], [0.70706, 1.94068, 1.84800], [3.00914, 0.82326, -2.51983], [2.85779, 1.84326, -0.58868], [0.79520, 2.69334, -0.52872], [2.90691, 0.29718, 0.99676], [4.29618, 3.37184, -0.23753], [-0.60397, 1.92068, -4.01097], [-0.79412, 1.30624, -2.76198], [-0.85208, 2.98895, -3.98051], [-1.26250, 1.43521, -4.73866], [0.43461, 1.82507, -4.34689], [-0.25146, 1.82299, -2.08619]], "forces_ev_per_angstrom": [[0.016, -0.139, -0.060], [-0.013, -0.035, -0.034], [-0.011, -0.031, 0.010], [0.061, 0.037, 0.048], [-0.007, 0.020, -0.026], [-0.024, 0.003, -0.004], [0.008, 0.001, 0.007], [0.009, 0.020, -0.004], [-0.016, -0.004, -0.007], [0.024, -0.003, 0.015], [0.002, 0.010, 0.032], [-0.017, -0.037, 0.015], [-0.013, -0.019, 0.016], [0.011, 0.017, -0.036], [0.000, -0.007, 0.015], [-0.011, 0.036, -0.033], [-0.031, 0.051, 0.112], [0.011, -0.006, -0.082], [0.007, 0.010, 0.032], [0.000, -0.017, 0.035], [0.008, 0.033, -0.038], [0.020, -0.022, 0.011], [-0.016, -0.053, 0.026], [0.003, 0.012, -0.004], [-0.026, 0.006, -0.035], [0.029, 0.014, 0.017], [-0.016, 0.001, -0.005], [-0.045, -0.021, 0.003], [0.045, -0.029, 0.007], [0.010, 0.017, -0.012], [0.033, -0.036, 0.005], [0.012, 0.020, -0.010], [-0.029, 0.005, 0.035], [-0.011, -0.001, 0.002], [-0.003, 0.002, 0.000], [-0.001, -0.002, 0.001], [0.003, 0.003, 0.001], [-0.001, -0.008, -0.001], [-0.002, 0.000, -0.009], [0.002, 0.002, 0.004], [-0.001, 0.001, -0.001], [0.000, 0.001, -0.003], [0.005, 0.025, -0.042], [0.007, 0.004, -0.020], [0.001, 0.004, -0.004], [-0.003, -0.008, 0.003], [-0.008, 0.002, -0.001], [0.000, 0.030, 0.006], [0.011, 0.002, 0.009], [-0.003, 0.002, -0.004], [0.007, -0.001, -0.007], [0.004, 0.009, 0.006], [-0.004, -0.007, -0.018], [0.118, 0.100, 0.001], [-0.098, -0.135, 0.050], [0.037, 0.094, 0.033], [-0.021, 0.059, -0.034], [0.039, 0.020, -0.020], [0.165, 0.016, -0.095], [-0.226, 0.005, 0.189], [-0.020, -0.010, 0.004], [0.008, 0.001, -0.002], [-0.012, -0.003, 0.018], [-0.030, -0.060, -0.118]], "total_energy_ev": -153916.981, "total_charge": -2, "e_above_lowest_kj_mol": 0.00, "e_lumo_ha": 0.1289, "gap_ev": 3.96}

{"formula": "C27H28BCl41F2N2O8P", "method": "ωB97M-V with the def2-TZVPD basis set", "elements": ["C", "C", "C", "C", "O", "C", "C", "C", "C", "O", "C", "O", "B", "C", "C", "O", "F", "P", "O", "Cl", "O", "C", "C", "C", "C", "N", "C", "O", "N", "C", "O", "F", "H", "H", "H", "H", "H", "H", "H", "H", "H", "H", "H", "H", "H", "H", "H", "H", "H", "H", "H", "H", "H", "H", "H", "H", "H", "H", "H", "H", "C", "Cl", "Cl", "Cl", "Cl", "C", "Cl", "Cl", "Cl", "Cl", "C", "Cl", "Cl", "Cl", "Cl", "C", "Cl", "Cl", "Cl", "Cl", "C", "Cl", "Cl", "Cl", "Cl", "C", "Cl", "Cl", "Cl", "Cl", "C", "Cl", "Cl", "Cl", "Cl", "C", "Cl", "Cl", "Cl", "Cl", "C", "Cl", "Cl", "Cl", "Cl", "C", "Cl", "Cl", "Cl", "Cl"], "positions_angstrom": [[-1.91116, 5.74323, 1.88911], [-2.39312, 4.59392, 0.94800], [-1.21454, 3.59602, 0.76406], [-1.67510, 2.12391, 0.52984], [-0.77307, 1.29824, 1.26178], [-0.90967, -0.08469, 0.98173], [-1.34027, -0.71757, 2.34977], [-2.70426, -0.17503, 2.82019], [-3.23846, -0.84056, 4.12588], [-2.86722, -0.13384, 5.30385], [-1.50213, -0.38633, 5.63844], [-1.96391, -0.45701, 0.13934], [-1.62843, -1.67999, -0.61342], [-1.98636, -1.25179, -2.19697], [-2.61730, -2.33518, -3.07862], [-3.72588, -2.35090, -3.40416], [-1.78625, -3.32014, -3.52414], [-2.77772, -3.25270, -0.39878], [-4.34378, -2.69101, -0.18072], [-2.30854, -4.32449, 1.35478], [-0.25548, -1.93116, -0.21023], [0.37346, -0.75753, 0.31353], [1.49141, -1.25312, 1.24664], [2.11828, -0.19346, 2.17579], [2.56905, -0.67751, 3.57445], [2.33855, 1.01569, 1.90566], [0.83598, -0.09295, -1.01912], [0.73330, 1.05199, -1.19092], [1.35269, -0.89794, -2.13203], [2.62328, -1.44716, -1.92660], [3.61731, -0.89783, -2.04855], [2.66998, -2.76505, -1.55437], [-2.35329, 6.70451, 1.58418], [-0.81875, 5.88492, 1.84676], [-2.14937, 5.48133, 2.92971], [-2.70379, 5.04663, -0.00750], [-3.22440, 4.02149, 1.38554], [-0.49277, 3.93049, 0.00393], [-0.65938, 3.56735, 1.72132], [-2.72374, 2.02548, 0.85908], [-1.65448, 1.94093, -0.55466], [-0.56969, -0.40635, 3.08327], [-1.30617, -1.82073, 2.30739], [-3.49455, -0.26826, 2.06286], [-2.57354, 0.89948, 3.03204], [-2.99285, -1.91768, 4.16045], [-4.33869, -0.77908, 4.06688], [-0.87467, 0.39164, 5.16253], [-1.19467, -1.33347, 5.16569], [-1.34131, -0.44555, 6.71853], [-2.74466, -0.45766, -2.13276], [-1.13605, -0.82354, -2.75668], [-4.79682, -2.96927, -0.99076], [2.31655, -1.77703, 0.73891], [1.01423, -2.00032, 1.90342], [2.48865, -1.77403, 3.61811], [2.03503, -0.16428, 4.38070], [3.64567, -0.46087, 3.62177], [2.01383, 1.17888, 0.94353], [0.73503, -1.69098, -2.32566], [0.89530, -4.94589, -4.97935], [-0.10593, -4.20618, -6.23782], [2.36058, -5.62139, -5.71186], [1.34838, -3.72257, -3.78651], [-0.01468, -6.23317, -4.18195], [-6.68496, -0.04755, -3.47102], [-5.22103, 0.57054, -4.24146], [-7.73520, 1.31281, -3.02928], [-7.54132, -1.10721, -4.60518], [-6.25280, -0.95650, -2.02356], [2.64814, 4.51304, -1.10852], [2.38758, 4.01140, -2.78638], [4.06674, 5.57517, -1.02685], [1.22359, 5.37555, -0.51665], [2.90042, 3.09012, -0.10348], [7.09986, 7.63743, -2.48893], [6.32207, 6.45957, -3.55094], [6.60427, 9.27120, -2.95692], [6.62407, 7.33794, -0.80814], [8.85818, 7.49043, -2.63516], [-5.76354, 1.59899, -8.14717], [-6.83324, 2.06475, -6.81963], [-4.71827, 2.96142, -8.57575], [-4.76705, 0.22550, -7.65557], [-6.74392, 1.14090, -9.55318], [0.89785, -3.64543, 7.04990], [2.56550, -3.43416, 7.60574], [-0.16789, -2.56720, 7.96875], [0.79705, -3.26061, 5.32877], [0.39746, -5.32352, 7.30647], [6.84360, -0.85477, -4.26562], [7.46954, -0.90058, -2.61541], [8.03967, -1.56428, -5.36646], [5.33907, -1.77313, -4.35098], [6.53486, 0.82383, -4.73564], [5.07489, -2.18525, 10.90356], [5.26736, -3.32128, 9.56104], [3.47248, -1.44265, 10.82043], [5.24598, -3.05207, 12.43758], [6.31544, -0.92823, 10.79476], [-7.73125, -3.14792, -8.35131], [-6.27504, -3.69713, -7.51413], [-8.16307, -4.31192, -9.61740], [-9.06443, -3.01906, -7.19239], [-7.42807, -1.56181, -9.07896], [7.43836, -0.18891, 1.60066], [8.01724, -0.22656, 3.27428], [8.67436, -0.86387, 0.53092], [5.97098, -1.16027, 1.45584], [7.09245, 1.47875, 1.12960]], "forces_ev_per_angstrom": [[-0.269, -0.166, -0.320], [1.250, 0.164, 0.076], [-0.435, -0.714, 0.560], [0.308, 1.672, -0.537], [-0.655, -0.286, -1.266], [-0.856, -1.110, 1.263], [1.368, 0.184, 0.265], [0.226, -0.203, 0.499], [-0.696, 0.707, -0.965], [0.394, -0.812, 0.336], [0.023, 0.135, -1.070], [0.475, 1.268, -0.380], [-0.199, 1.573, 0.702], [-0.026, -0.868, -1.093], [2.922, 1.423, 1.496], [-3.348, -0.492, -1.239], [0.382, 0.170, 0.059], [-0.251, -1.373, -0.545], [0.514, 0.215, -0.019], [-0.180, 0.492, 0.169], [0.770, -1.106, -0.104], [-0.981, -1.760, -1.170], [-0.076, 0.657, 1.041], [0.029, -0.856, 1.024], [0.405, -0.425, -1.306], [-0.179, 0.125, -0.992], [0.219, -1.145, 1.404], [-0.210, 3.163, -0.656], [-0.084, -2.109, 0.187], [-2.688, -1.028, 0.510], [3.817, 2.302, -0.140], [-0.707, 0.079, -0.149], [-0.063, -0.270, 0.475], [-0.325, -0.184, -0.141], [-0.010, 0.359, -0.239], [-0.052, -0.420, 0.226], [0.038, 0.505, -0.133], [-0.681, -0.423, 0.357], [-0.161, 0.065, -0.321], [0.396, -0.305, 0.102], [0.052, -0.371, 0.362], [-0.294, -0.181, -0.102], [-0.239, 0.377, -0.197], [0.478, -0.143, -0.047], [-0.214, -0.295, -0.042], [0.193, 0.333, 0.184], [0.365, 0.005, 0.268], [-0.038, -0.157, 0.511], [-0.010, 0.152, 0.454], [-0.257, 0.266, -0.240], [0.177, -0.329, 0.016], [-0.126, -0.195, 0.280], [-0.033, -0.129, 0.298], [-0.378, 0.126, -0.136], [0.105, 0.145, -0.419], [-0.204, 0.400, 0.346], [0.074, -0.233, -0.191], [-0.301, 0.151, 0.292], [-0.118, 0.246, 0.413], [-0.273, 0.327, 0.514], [-0.204, 0.105, 0.018], [0.080, -0.056, 0.021], [-0.026, 0.032, 0.019], [0.061, -0.412, -0.269], [0.066, 0.090, -0.045], [0.166, -0.180, 0.037], [-0.005, -0.052, 0.245], [0.003, -0.023, -0.043], [0.025, 0.068, -0.007], [-0.133, 0.249, -0.006], [-0.007, -0.231, -0.034], [0.005, 0.075, 0.051], [-0.255, -0.166, 0.040], [0.434, 0.439, -0.232], [0.247, 0.453, -0.082], [-0.022, -0.046, -0.029], [0.083, 0.093, 0.062], [0.024, -0.067, 0.034], [0.202, 0.131, -0.126], [-0.069, 0.019, 0.022], [0.039, -0.081, 0.174], [-0.010, 0.035, -0.225], [-0.080, -0.059, -0.005], [-0.034, 0.105, -0.088], [0.199, 0.765, -0.209], [-0.026, 0.006, -0.078], [-0.150, 0.002, -0.017], [0.161, -0.195, 0.003], [-0.013, -0.102, 0.153], [0.027, 0.074, 0.013], [-0.173, -0.037, 0.029], [-0.032, 0.031, -0.042], [-0.015, 0.028, 0.007], [0.225, -0.019, -0.174], [0.037, -0.062, 0.021], [-0.063, 0.042, -0.018], [0.090, 0.036, 0.105], [0.097, -0.052, -0.001], [-0.001, 0.035, -0.074], [-0.058, -0.070, 0.007], [0.074, -0.026, -0.051], [-0.105, 0.063, -0.034], [0.000, 0.037, 0.058], [0.040, -0.012, -0.065], [-0.211, -0.763, 0.311], [-0.178, 0.043, -0.041], [-0.013, -0.002, -0.083], [0.116, 0.019, 0.062], [0.004, 0.049, 0.027], [0.019, -0.109, 0.029]], "total_energy_ev": -576633.595, "total_charge": -1, "e_lumo_ha": 0.0458, "gap_ev": 6.26}